[1]
DFT (the ωB97M-V functional and the def2-TZVPD basis) results for a structure of composition C7H21N4Pd in a non-equilibrium geometry.

Geometry as XYZ:
```
33
C7H21N4Pd, DFT the ωB97M-V functional and the def2-TZVPD basis
Pd -0.66094 -0.06009 0.24010
N -1.93426 -1.52786 -0.66030
C -1.36513 -1.99829 -1.95210
C 0.06279 -2.34183 -1.70988
N 0.82343 -1.11962 -1.35818
C 0.99722 -0.17666 -2.46959
C 0.93505 1.26915 -2.01012
N -0.33309 1.51291 -1.30007
C 2.04726 -1.31883 -0.57166
C 1.79340 -1.93858 0.78085
N 0.81824 -1.12178 1.54481
H -2.88368 -1.16478 -0.79425
H -2.00488 -2.29983 0.00958
H -1.90813 -2.87144 -2.32949
H -1.49801 -1.20860 -2.68789
H 0.14527 -3.06122 -0.89647
H 0.49369 -2.82498 -2.59613
H 1.97117 -0.34917 -2.94122
H 0.24393 -0.36097 -3.23260
H 1.76154 1.53410 -1.35257
H 1.00998 1.91015 -2.89108
H -0.32525 2.43642 -0.86597
H -1.12748 1.50929 -1.94064
H 2.74549 -1.94838 -1.13910
H 2.53659 -0.34945 -0.45597
H 1.42570 -2.95980 0.71059
H 2.74474 -1.98591 1.31290
H 0.35265 -1.69389 2.24959
H 1.29653 -0.38496 2.06365
C -1.18577 1.34975 1.75260
H -0.22054 1.69886 2.11257
H -1.72997 0.68362 2.42179
H -1.78453 2.07305 1.20795
```

The multiplicity is 1. The HOMO energy (spin up / spin down) is -0.789 / -0.789 hartree. For the frontier orbital gap (spin up / spin down), the calculation gives 5.8 / 5.8 eV. The energy comes out at -624.98197 Ha. As for the charge: +3. The value obtained for the LUMO energy (spin up / spin down) is -15.6 / -15.7 eV.

[2]
DFT (the ωB97M-V functional and the def2-TZVPD basis) results for a cluster of 14 separate species, C37H86Cl10O26P4 in total in a non-equilibrium geometry.

Geometry as XYZ:
```
163
C37H86Cl10O26P4, DFT the ωB97M-V functional and the def2-TZVPD basis
C 0.85413 7.90712 3.60560
Cl -0.71963 7.81649 2.74000
Cl 2.08208 6.99408 2.69258
H 1.17192 8.94390 3.49518
H 0.70376 7.63929 4.65142
C 4.82304 -4.84075 5.46518
Cl 6.35178 -3.94591 5.24095
Cl 4.83085 -6.42586 4.79719
H 4.72008 -4.98186 6.54109
H 4.00449 -4.19731 5.14257
C 3.18682 4.22977 -3.21361
Cl 3.59242 5.86722 -3.80872
Cl 2.98536 3.18070 -4.66261
H 4.04193 3.87061 -2.64098
H 2.25609 4.14308 -2.65297
C -3.41932 3.38494 -6.47140
Cl -4.92542 3.99228 -7.26895
Cl -2.45562 4.73807 -5.76703
H -3.77782 2.65360 -5.74704
H -2.86054 2.91854 -7.28279
C -6.51703 -4.69016 2.98892
Cl -6.24697 -3.15289 3.79122
Cl -7.89352 -5.62479 3.66513
H -6.75683 -4.44455 1.95438
H -5.57025 -5.21884 2.87851
C 7.36366 2.71643 7.92316
O 6.92175 3.43233 9.06666
P 8.08745 4.26455 9.92272
O 7.69106 4.72138 11.27987
O 8.35508 5.50404 8.98424
C 8.92300 6.70922 9.47594
O 9.44001 3.36238 9.86109
C 9.55023 2.23113 10.74136
H 6.89722 1.73137 7.93714
H 8.44201 2.68177 7.76799
H 6.97498 3.25876 7.06124
H 8.05599 7.32064 9.72607
H 9.55015 7.30655 8.81415
H 9.57718 6.49950 10.32219
H 10.52759 2.11009 11.20848
H 9.38936 1.30761 10.18519
H 8.83908 2.22770 11.56742
C -14.89466 1.51932 -3.65172
O -13.81071 0.82465 -3.01431
P -12.46421 0.58395 -3.89612
O -12.69625 0.38163 -5.36377
O -11.79655 -0.62184 -3.08377
C -11.54473 -0.55948 -1.69896
O -11.40585 1.74562 -3.54270
C -11.53027 3.09873 -3.82651
H -15.23441 2.35162 -3.03532
H -15.74362 0.86241 -3.84101
H -14.64361 1.93257 -4.62860
H -12.11492 0.25180 -1.24638
H -10.50800 -0.28676 -1.50170
H -11.85175 -1.52994 -1.30903
H -12.42213 3.30359 -4.41872
H -10.66800 3.36796 -4.43651
H -11.61192 3.63867 -2.88317
C 9.53319 -4.10167 -10.17986
O 8.87478 -2.83796 -10.00534
P 7.68501 -2.69048 -8.89726
O 6.56711 -3.63782 -9.05955
O 8.37122 -2.61094 -7.41150
C 7.56077 -2.18306 -6.29898
O 7.21928 -1.14376 -9.13947
C 6.80751 -0.65743 -10.38109
H 9.43383 -4.45476 -11.20628
H 9.30887 -4.90934 -9.48312
H 10.57143 -3.81271 -10.01648
H 7.69174 -2.93908 -5.52478
H 6.47998 -2.15996 -6.43851
H 7.96826 -1.31854 -5.77492
H 6.95705 0.41858 -10.47017
H 5.72804 -0.77306 -10.47829
H 7.25799 -1.22329 -11.19655
C 12.20008 2.14063 -0.80118
O 11.68885 2.68118 0.37159
P 10.25283 2.23324 0.84848
O 9.21843 2.46752 -0.20534
O 10.45134 0.74066 1.36485
C 11.37407 0.35376 2.33940
O 9.93764 3.05142 2.23911
C 9.37660 4.33909 2.23117
H 13.18844 1.69046 -0.70839
H 12.27924 2.89781 -1.58124
H 11.54420 1.46264 -1.34730
H 12.20442 1.05810 2.38963
H 11.88995 -0.56268 2.05287
H 10.88955 0.21078 3.30526
H 8.79882 4.48869 1.31910
H 10.13175 5.11980 2.32247
H 8.70879 4.54230 3.06833
O 0.14217 -0.44469 6.88648
C -1.09090 -0.57966 6.93104
O -1.80988 -1.71392 7.46252
C -1.03397 -2.92374 7.69888
C -1.17666 -3.98551 6.53571
C -2.01269 0.59906 6.53841
H -1.42324 -3.35452 8.62137
H -0.00234 -2.61558 7.86877
H -2.19080 -4.36497 6.41068
H -0.52971 -4.78111 6.90528
H -0.96725 -3.64279 5.52241
H -1.63579 1.26467 5.76188
H -2.29093 1.15819 7.43176
H -2.90044 0.14937 6.09369
O -2.82370 -8.74923 0.74958
C -1.89342 -9.29310 1.38972
O -2.08114 -9.96131 2.54801
C -3.41829 -10.20912 2.94629
C -3.67127 -11.39962 3.84825
C -0.41966 -9.18311 1.03352
H -4.13287 -10.43325 2.15430
H -3.79559 -9.34591 3.49457
H -4.69546 -11.64489 4.12930
H -2.98305 -11.20897 4.67172
H -3.31054 -12.32302 3.39515
H -0.30391 -9.35252 -0.03700
H 0.19148 -9.86937 1.61974
H -0.13339 -8.15098 1.23565
O -6.44658 4.89243 1.23770
C -7.07904 5.95281 1.27961
O -7.16292 6.90974 0.34209
C -6.38624 6.77096 -0.84312
C -7.00900 7.79680 -1.79305
C -7.73836 6.39026 2.57613
H -6.45927 5.75902 -1.24154
H -5.31399 6.91390 -0.70917
H -6.56576 8.77892 -1.62847
H -8.07119 8.03224 -1.72654
H -6.78268 7.54907 -2.83012
H -8.17884 5.52559 3.07253
H -8.56031 7.09453 2.44762
H -7.00699 6.78930 3.27897
O -6.37645 -2.12705 -5.93854
C -6.23734 -3.00944 -6.72828
O -6.72034 -3.06774 -8.00472
C -7.26818 -1.85817 -8.48210
C -7.51739 -2.24397 -9.94346
C -5.56148 -4.29531 -6.38236
H -6.52444 -1.07215 -8.35120
H -8.21334 -1.71739 -7.95775
H -8.01233 -3.21405 -9.98928
H -6.58993 -2.33406 -10.50896
H -8.16177 -1.50342 -10.41721
H -4.47626 -4.26556 -6.47991
H -5.96983 -5.10319 -6.98956
H -5.72678 -4.53060 -5.33097
O 0.71501 -1.75574 0.84045
C 1.16107 -0.86509 0.11606
O 0.53550 -0.34392 -0.97491
C -0.74446 -0.72591 -1.41646
C -1.88100 0.02820 -0.64549
C 2.42842 -0.10489 0.26681
H -0.78720 -1.80552 -1.27253
H -0.85327 -0.64196 -2.49776
H -2.83380 -0.49293 -0.73869
H -2.03494 1.07772 -0.89635
H -1.77357 0.00510 0.43895
H 2.83602 -0.44902 1.21735
H 2.26651 0.96684 0.38193
H 3.21898 -0.23355 -0.47249
```

The multiplicity is 1. The HOMO energy is -0.377 hartree. For the frontier orbital gap, the calculation gives 10.4 eV. The energy comes out at -9385.18623 Ha. As for the charge: 0. The value obtained for the LUMO energy is 0.2 eV.

[3]
DFT (the ωB97M-V functional and the def2-TZVPD basis) results for the ion C7H14N4 with charge +2 in a non-equilibrium geometry.

Geometry as XYZ:
```
25
C7H14N4, DFT the ωB97M-V functional and the def2-TZVPD basis
C -4.55488 -1.97222 0.19565
C -3.70358 -0.98267 0.06184
N -2.91098 -0.07177 -0.00455
C -2.15567 0.96790 0.04421
C -2.76325 2.28449 -0.28593
N -0.86007 0.79556 0.23935
N -0.43982 -0.44610 0.25560
C 0.73659 -0.95696 0.32274
C 2.00925 -0.15799 0.35095
N 3.19291 -0.69807 -0.30263
C 4.42337 0.05876 -0.03669
H -4.05583 -3.02319 0.21402
H -5.58693 -1.96933 0.29543
H -3.49027 2.10847 -1.13386
H -2.01596 2.99473 -0.56754
H -3.34322 2.77842 0.56720
H -0.29569 1.52323 -0.23378
H 0.94485 -1.97336 0.09801
H 1.89821 0.78590 -0.10501
H 2.31610 0.04296 1.36509
H 3.24162 -0.97463 -1.31202
H 3.14989 -1.71975 0.00984
H 4.64781 0.08874 1.01968
H 5.15675 -0.49905 -0.56913
H 4.45883 1.01590 -0.48847
```

The multiplicity is 1. The SMILES is C=C=[N+]=C(C)N/N=C\C[NH2+]C. The HOMO energy is -0.591 hartree. For the frontier orbital gap, the calculation gives 8.6 eV. The energy comes out at -493.39814 Ha. As for the charge: +2. The value obtained for the LUMO energy is -7.5 eV.

[4]
DFT (the ωB97M-V functional and the def2-TZVPD basis) results for the molecule C4H9NOS in a non-equilibrium geometry.

Geometry as XYZ:
```
16
C4H9NOS, DFT the ωB97M-V functional and the def2-TZVPD basis
C -0.96168 0.02893 -0.58286
C 0.50211 -0.24271 0.07266
C -2.41839 -0.29640 0.12334
C -3.36270 0.61824 -0.17371
N 3.35359 -1.06614 0.32805
O 3.09259 1.31076 0.46458
S 2.67380 0.02502 -0.46285
H -0.92545 1.13438 -0.72755
H -0.82079 -0.61379 -1.39721
H 0.45204 0.04698 1.07794
H 0.61212 -1.37623 -0.07068
H -2.28180 -1.05189 0.96525
H -3.39751 1.42760 -0.85810
H -4.36804 0.54240 0.35155
H 3.88142 1.21674 0.99601
H 3.96866 -1.70388 -0.10642
```

The multiplicity is 1. The HOMO energy is -0.313 hartree. For the frontier orbital gap, the calculation gives 8.9 eV. The energy comes out at -685.78901 Ha. As for the charge: 0. The value obtained for the LUMO energy is 0.4 eV.

[5]
DFT (the ωB97M-V functional and the def2-TZVPD basis) results for a cluster of 2 separate species, C3H2Cl2O2 in total in a non-equilibrium geometry.

Geometry as XYZ:
```
9
C3H2Cl2O2, DFT the ωB97M-V functional and the def2-TZVPD basis
O 1.55840 -3.10336 0.01784
C 1.84708 -1.95247 -0.02965
O 3.14775 -1.53320 -0.04418
C 3.70551 -0.28003 -0.03842
C 4.53022 0.60810 -0.01202
Cl 5.50644 1.95457 0.04194
H 1.01704 -1.27992 0.24430
Cl -3.42938 1.50149 -0.05025
H -4.75922 1.50294 0.03855
```

The multiplicity is 1. The SMILES is O=COC#CCl.Cl. The HOMO energy is -0.370 hartree. For the frontier orbital gap, the calculation gives 10.6 eV. The energy comes out at -1186.25372 Ha. As for the charge: 0. The value obtained for the LUMO energy is 0.5 eV.

[6]
DFT (the ωB97M-V functional and the def2-TZVPD basis) results for a structure of composition C15H10IN6O5PtS in a non-equilibrium geometry.

Geometry as XYZ:
```
39
C15H10IN6O5PtS, DFT the ωB97M-V functional and the def2-TZVPD basis
Pt -0.20263 0.07780 0.76552
N -2.34304 2.92515 3.27753
C -1.37178 2.25031 2.65610
S -1.38744 0.48671 2.82577
N -0.43131 2.89195 2.01965
N 0.43392 2.11622 1.37034
C 1.62993 2.46867 1.09416
C 2.52441 1.42380 0.60608
C 3.79354 1.68348 0.11393
C 4.59071 0.61786 -0.27873
C 4.11749 -0.67319 -0.12029
C 2.84515 -0.85488 0.40478
N 2.06653 0.16506 0.73430
H -2.99907 2.43935 3.86224
H -2.33403 3.93275 3.28930
H 1.99580 3.47020 1.30322
H 4.14779 2.70328 0.04267
H 5.57145 0.79121 -0.69977
H 4.71329 -1.53011 -0.39972
H 2.44129 -1.84697 0.56897
O 0.88048 -4.38253 -3.75538
C 0.63951 -3.54716 -2.94100
C -0.32822 -3.67138 -1.75011
O -1.09486 -4.57721 -1.55641
C -0.16988 -2.42110 -0.95933
C 0.54132 -1.43414 -1.75787
O 0.54589 -0.21848 -1.50063
C 1.25163 -2.13404 -2.86718
O 2.19034 -1.74181 -3.50669
O -0.58655 -2.19908 0.20090
I -6.08762 1.80183 -0.91715
C -4.39704 0.66830 -0.51950
C -4.34586 -0.68216 -0.23689
N -3.05431 -0.98562 -0.03935
N -2.26564 0.08446 -0.20011
C -3.06812 1.10483 -0.47942
H -5.13132 -1.41645 -0.17866
H -2.64187 -1.88245 0.17965
H -2.67989 2.09554 -0.65092
```

The multiplicity is 5. The HOMO energy (spin up / spin down) is -0.419 / -0.431 hartree. For the frontier orbital gap (spin up / spin down), the calculation gives 7.2 / 4.7 eV. The energy comes out at -2097.17041 Ha. As for the charge: +1. The value obtained for the LUMO energy (spin up / spin down) is -4.2 / -7.0 eV.

[7]
DFT (the ωB97M-V functional and the def2-TZVPD basis) results for a structure of composition C2FNO2S in a non-equilibrium geometry.

Geometry as XYZ:
```
7
C2FNO2S, DFT the ωB97M-V functional and the def2-TZVPD basis
C -1.06740 0.40719 -0.60975
C 0.60592 -0.33230 0.29030
N -0.60596 -0.17162 -1.64100
O 0.54622 -0.66707 -0.91598
O -0.55466 0.31471 0.59064
F -2.32949 0.88049 -0.59048
S 1.75272 -0.27209 1.33254
```

The multiplicity is 1. The HOMO energy is -0.360 hartree. For the frontier orbital gap, the calculation gives 10.1 eV. The energy comes out at -779.40131 Ha. As for the charge: 0. The value obtained for the LUMO energy is 0.3 eV.

[8]
DFT (the ωB97M-V functional and the def2-TZVPD basis) results for a structure of composition C34H19FN2O4S in a non-equilibrium geometry.

Geometry as XYZ:
```
61
C34H19FN2O4S, DFT the ωB97M-V functional and the def2-TZVPD basis
F 2.86929 -0.84714 -2.66101
C 3.29213 -1.16808 -1.38558
C 2.41241 -0.87935 -0.19967
C 2.77073 -1.14980 1.18930
C 4.14389 -1.75742 1.39747
N 4.70772 -2.08117 2.63664
S 6.18333 -2.69802 2.18033
N 6.25950 -2.61982 0.51940
C 5.01992 -2.05250 0.20424
C 4.61849 -1.76182 -1.22541
H 1.40473 -0.43118 -0.39266
H 2.10916 -0.90925 2.06088
H 5.30780 -2.00109 -2.07019
C -5.18869 -0.71764 -2.30322
C -5.64200 -1.15448 -3.54512
C -4.87861 -2.04064 -4.29168
C -3.65222 -2.48487 -3.80460
C -3.18684 -2.02813 -2.57086
C -3.96407 -1.15234 -1.81696
C -1.85969 -2.45407 -2.06092
O -1.45510 -2.05818 -0.98287
C -1.03195 -3.36271 -2.89141
C 0.23896 -3.72648 -2.45428
C 1.01646 -4.58608 -3.21730
C 0.52374 -5.09399 -4.41643
C -0.74024 -4.73023 -4.85912
C -1.51755 -3.85645 -4.10322
C -2.85228 -3.44642 -4.60308
O -3.28266 -3.88586 -5.65240
H -5.79034 -0.03235 -1.71673
H -6.59324 -0.80436 -3.92955
H -5.23804 -2.38197 -5.25557
H -3.61304 -0.80539 -0.85211
H 0.62795 -3.33740 -1.51981
H 2.00791 -4.86331 -2.87713
H 1.12906 -5.77119 -5.00832
H -1.11746 -5.12445 -5.79563
C -2.35531 1.96184 1.19707
C -2.99717 3.18033 1.40263
C -2.36536 4.18743 2.11860
C -1.09296 3.97598 2.64256
C -0.45981 2.74623 2.45710
C -1.09027 1.74409 1.72309
C 0.87515 2.48891 3.05104
O 1.42865 1.41790 2.88590
C 1.51901 3.55497 3.85556
C 2.74592 3.30884 4.46703
C 3.36276 4.30470 5.21119
C 2.76119 5.55385 5.34022
C 1.53614 5.80192 4.73733
C 0.90722 4.80081 4.00168
C -0.41872 5.06536 3.39106
O -0.94727 6.15474 3.50636
H -2.84598 1.17897 0.62985
H -3.99092 3.34473 1.00165
H -2.86694 5.13603 2.27151
H -0.59742 0.79173 1.56470
H 3.22050 2.33931 4.36739
H 4.31530 4.10930 5.69057
H 3.24743 6.33333 5.91584
H 1.06968 6.77436 4.84466
```

The multiplicity is 1. The HOMO energy is -0.328 hartree. For the frontier orbital gap, the calculation gives 7.8 eV. The energy comes out at -2215.56333 Ha. As for the charge: 0. The value obtained for the LUMO energy is -1.1 eV.